This record from OMol25 describes 2 unconnected molecules or ions with the total composition C5H8N2 in a non-equilibrium geometry. The level of theory is the ωB97M-V functional and the def2-TZVPD basis.

Each atom is followed by the atoms it is bonded to, with distances in Å.
Cartesian coordinates (Å):
1 C -1.49757 0.92522 0.57278  C2 1.319, H6 1.092, H7 1.083
2 C -0.53905 0.13563 1.01799  C1 1.319, C3 1.506, H8 1.090
3 C 0.91800 0.49273 0.88444  C2 1.506, C4 1.474, H9 1.080, H10 1.090
4 C 1.40021 1.08598 -0.37596  C3 1.474, N5 1.159
5 N 1.79636 1.63259 -1.31813  C4 1.159
6 H -1.26773 1.68028 -0.18241  C1 1.092
7 H -2.45537 0.93682 1.07825  C1 1.083
8 H -0.71078 -0.63578 1.76841  C2 1.090
9 H 0.89130 1.30169 1.59952  C3 1.080
10 H 1.58383 -0.29600 1.23454  C3 1.090
11 C -0.37249 -1.51539 -1.19444  N12 1.265, H13 1.098, H14 1.093
12 N 0.84904 -1.75443 -0.97084  C11 1.265, H15 1.023
13 H -0.74804 -0.73917 -1.87380  C11 1.098
14 H -1.13819 -2.07042 -0.64631  C11 1.093
15 H 1.42880 -1.16886 -1.57722  N12 1.023

- HOMO: -10.12 eV
- Strongest force on any atom: 1.36 eV/Å
- Molecular weight: 96.13 g mol⁻¹
- Net charge: 0
- ΔE to the lowest compared entry with this formula, charge and spin: 57.7 kcal/mol



This record from OMol25 describes C5H8N2 in the gas phase in a non-equilibrium geometry. The level of theory is the ωB97M-V functional and the def2-TZVPD basis.

Each atom is followed by the atoms it is bonded to, with distances in Å.
Cartesian coordinates (Å):
1 C -2.05298 -1.89216 -0.06729  N7 1.248
2 C 1.00472 -2.30649 0.12168  C3 1.309, H8 1.024
3 C 0.87234 -1.00760 0.03374  C2 1.309, C4 1.515, N6 1.431
4 C 2.05946 -0.06599 0.04858  C3 1.515, H9 1.103, H10 1.094, H11 0.987
5 C -2.55721 0.51477 0.13163  N7 1.459, H12 1.169, H13 1.182, H14 1.069
6 N -0.33166 -0.24770 -0.10736  C3 1.431, N7 1.477, H15 0.992
7 N -1.74004 -0.68457 -0.02302  C1 1.248, C5 1.459, N6 1.477
8 H 1.74314 -2.93384 0.45214  C2 1.024
9 H 1.92586 0.80967 -0.60809  C4 1.103
10 H 2.19874 0.25196 1.08597  C4 1.094
11 H 2.81200 -0.51567 -0.40576  C4 0.987
12 H -3.65642 0.15327 0.29797  C5 1.169
13 H -2.31376 1.27538 -0.73943  C5 1.182
14 H -2.41151 1.14891 0.97937  C5 1.069
15 H -0.34454 0.72850 -0.28046  N6 0.992

- HOMO (spin up / spin down): -7.30 / -8.23 eV
- <S²>: 2.02
- Strongest force on any atom: 4.67 eV/Å
- Molecular weight: 96.13 g mol⁻¹
- Net charge: 0
- ΔE to the lowest compared entry with this formula, charge and spin: 96.6 kcal/mol
- Multiplicity: 3



This record from OMol25 describes a gas-phase ion, C5H8N2 (charge +2) in a non-equilibrium geometry. The level of theory is the ωB97M-V functional and the def2-TZVPD basis.

Each atom is followed by the atoms it is bonded to, with distances in Å.
Cartesian coordinates (Å):
1 C -0.24143 2.89859 0.03404  N2 1.171, H8 1.131
2 N 0.22971 1.83775 0.18646  C1 1.171, C3 1.362
3 C 0.79909 0.62512 0.43191  N2 1.362, C4 1.429, H9 1.286, H10 1.141
4 C 0.15595 -0.61660 0.13695  C3 1.429, C5 1.521, N6 1.282
5 C 0.90581 -1.86343 0.58087  C4 1.521, H11 1.078, H12 1.088, H13 1.137
6 N -0.75525 -0.41839 -0.74253  C4 1.282, C7 1.256
7 C -1.77666 -0.30740 -1.46580  N6 1.256, H14 1.116, H15 1.004
8 H -0.60281 3.95724 0.20181  C1 1.131
9 H 0.84179 0.91643 1.68382  C3 1.286
10 H 1.89125 0.38472 0.20382  C3 1.141
11 H 0.35005 -1.87950 1.50415  C5 1.078
12 H 1.96401 -1.73634 0.80076  C5 1.088
13 H 0.71035 -2.77229 -0.07313  C5 1.137
14 H -2.74521 -0.63606 -1.01833  C7 1.116
15 H -1.72664 -0.38983 -2.46481  C7 1.004

- HOMO: -20.72 eV
- Strongest force on any atom: 7.71 eV/Å
- Molecular weight: 96.13 g mol⁻¹
- Net charge: +2
- ΔE to the lowest compared entry with this formula, charge and spin: 51.9 kcal/mol